[1]
Entry from the OMol25 dataset: a structure of composition C4H24CuNO8 (ωB97M-V with the def2-TZVPD basis set).

Structure (ORCA input):
```
! RIJCOSX wB97M-V def2-TZVPD def2/J DEFGRID3
* xyz 2 3
Cu 12.803 9.637 24.938
O 13.910 11.999 21.431
O 13.572 8.542 23.133
O 9.980 12.420 22.719
O 12.171 16.006 25.285
O 11.721 11.118 26.290
O 12.345 11.106 23.277
O 14.629 10.954 25.096
O 11.912 9.640 21.211
N 14.975 13.755 24.675
C 11.006 15.246 24.952
C 13.402 15.669 24.624
C 13.905 14.397 25.375
C 14.317 14.655 26.818
H 14.656 13.771 27.357
H 13.107 13.656 25.406
H 11.639 11.222 27.238
H 9.455 11.623 22.792
H 13.153 9.012 22.412
H 13.376 11.540 22.079
H 12.012 10.148 22.016
H 11.893 10.296 20.514
H 13.156 15.463 23.582
H 14.410 8.251 22.775
H 13.443 14.946 27.401
H 10.901 11.466 25.939
H 12.897 11.829 23.634
H 10.868 12.144 22.947
H 10.668 14.495 25.667
H 15.649 14.484 24.858
H 11.129 14.719 24.006
H 13.449 11.865 20.602
H 14.107 16.499 24.665
H 14.830 13.727 23.676
H 15.296 10.590 24.515
H 14.733 11.902 25.017
H 10.156 15.928 24.931
H 15.057 15.454 26.813
*
```

Computed properties:
- LUMO level (alpha / beta) (eV) = -7.51 / -11.71
- F_max (Eh/bohr) = 0.06166
- molecular weight (g mol⁻¹) = 277.78
- frontier orbital gap (alpha / beta) (Ha) = 0.3534 / 0.1980
- E_HOMO (alpha / beta) (eV) = -17.1 / -17.1



[2]
Entry from the OMol25 dataset: a cluster of 8 separate species, C4H24NO8 in total (ωB97M-V with the def2-TZVPD basis set).

Structure (ORCA input):
```
! RIJCOSX wB97M-V def2-TZVPD def2/J DEFGRID3
* xyz -1 1
O 0.017 0.093 -4.243
O -2.646 -0.421 1.480
O -2.735 3.530 -0.919
O -0.734 -1.931 -2.635
O -0.980 1.612 -1.683
O -2.095 -0.557 -1.027
O -0.376 2.952 0.610
O -0.592 0.731 2.797
N 2.494 -0.793 -0.486
C 0.847 -0.690 1.375
C 2.339 -0.749 0.974
C 0.646 0.023 2.719
C 3.013 -1.985 1.556
H 0.655 -0.712 3.542
H 2.109 0.040 -0.901
H 1.995 -1.574 -0.901
H -1.458 0.748 -1.358
H 0.976 0.031 -4.147
H -0.271 -0.714 -3.742
H -0.712 1.505 -2.610
H 2.550 -2.911 1.187
H 1.397 0.824 2.874
H -2.955 -0.501 -1.472
H -1.326 -1.298 -1.994
H 2.905 -1.992 2.654
H -2.391 -0.582 0.501
H -0.528 2.273 1.294
H 2.891 0.136 1.316
H -3.243 0.326 1.363
H -2.255 2.804 -1.379
H 0.427 -1.712 1.459
H -1.354 0.247 2.355
H -2.167 3.706 -0.157
H -0.434 -2.694 -2.129
H 4.068 -2.006 1.305
H -0.340 2.407 -0.216
H 0.261 -0.168 0.639
*
```

Computed properties:
- LUMO level (eV) = 3.17
- F_max (Eh/bohr) = 0.02407
- molecular weight (g mol⁻¹) = 214.23
- energy above the lowest of the compared OMol25 structures with the same formula, charge and spin (eV) = 0.000
- frontier orbital gap (Ha) = 0.3527
- E_HOMO (eV) = -6.4



[3]
Entry from the OMol25 dataset: a cluster of 10 separate species, C4H24O12 in total (ωB97M-V with the def2-TZVPD basis set).

Structure (ORCA input):
```
! RIJCOSX wB97M-V def2-TZVPD def2/J DEFGRID3
* xyz 0 1
O 1.238 -0.904 2.495
O 2.060 3.061 -0.625
O 1.472 -1.138 -2.110
O -2.202 -3.206 0.289
O -3.786 -1.082 0.781
O -0.922 -2.256 -1.884
O 2.706 -1.034 0.269
O -0.874 1.468 -0.695
O -2.713 -0.279 -1.548
O 1.029 1.481 -2.548
O 0.298 2.273 1.036
O 3.969 1.324 0.140
C 0.104 -0.533 2.754
C -1.524 0.891 1.561
C -1.023 -0.519 1.759
C -0.683 1.561 0.516
H 1.036 2.696 0.337
H 2.815 2.476 -0.319
H -0.105 -0.232 3.793
H 1.945 -1.132 -1.306
H 3.311 -1.813 0.444
H -3.550 -0.709 -0.116
H -1.038 -2.753 -2.683
H -2.564 0.874 1.162
H 3.514 0.494 0.095
H 4.301 1.484 1.034
H -1.520 1.470 2.553
H 2.074 -1.004 1.047
H -0.738 -0.989 0.825
H -1.878 -1.212 2.102
H 1.353 -0.225 -2.382
H -1.742 -3.982 0.615
H 0.259 1.452 -1.995
H 0.729 1.831 -3.390
H -3.435 -1.973 0.759
H 1.777 2.566 -1.461
H -2.139 -1.057 -1.724
H -1.693 -2.880 -0.506
H -2.132 0.405 -1.318
H -0.033 -1.858 -1.888
*
```

Computed properties:
- LUMO level (eV) = 0.19
- F_max (Eh/bohr) = 0.05535
- molecular weight (g mol⁻¹) = 264.22
- energy above the lowest of the compared OMol25 structures with the same formula, charge and spin (eV) = 0.000
- SMILES = O=CCCC(=O)O.O.O.O.O.O.O.O.O.O
- frontier orbital gap (Ha) = 0.3675
- E_HOMO (eV) = -9.8